A) A cluster of 7 separate species, C5H24O7 in total. Source: the Open Molecules 2025 dataset; level of theory: ωB97M-V/def2-TZVPD.

```
36
Properties=species:S:1:pos:R:3
H 3.06704 0.96136 -3.61237
H 2.45411 -0.91518 0.17377
H 2.88550 -0.42816 2.07780
H -3.79018 0.03409 1.86039
C 3.54497 -1.23692 1.76301
H -0.19747 -1.39023 1.55609
H -0.35758 -3.06980 -1.45556
O 2.57598 1.35674 -1.75528
O -0.85184 -2.25436 -1.37189
H 4.02998 0.11811 -2.29546
O -3.50731 1.77903 1.35012
O 0.56606 -0.09470 0.17742
H 3.54802 -2.07141 2.46425
H -4.14156 1.69834 0.63402
H -2.42083 -2.36557 1.90705
H -2.10208 2.15898 -1.46550
C -1.42381 -2.61865 2.26761
H 4.49440 -0.70856 1.67631
C 3.05198 0.43393 -2.65860
H -1.44093 -3.17741 3.20334
H -2.11623 0.64962 2.20254
O 3.05432 -1.60085 0.47578
O -0.56573 -1.52483 2.43236
C -2.90990 0.53980 1.46355
H -1.79018 3.24098 -2.93362
H 0.63772 0.76267 -0.24213
H -1.70915 -2.45369 -1.74805
C -1.80678 3.13568 -1.84885
H 2.43250 -0.45924 -2.73972
O -0.50002 3.60438 -1.35039
H 2.12121 2.10311 -2.15240
H -0.24271 -0.46701 -0.17401
H -0.46577 3.50139 -0.39654
H -1.06144 -3.20196 1.42114
H -2.60170 3.75613 -1.43504
H -2.46061 0.20421 0.52887
```

Summary:
HOMO level in eV: -9.59
Frontier orbital gap in eV: 9.714
Lowest unoccupied orbital energy in eV: 0.13
Net charge: 0

Charges obtained by Löwdin population analysis, quoted in units of e: H 0.08; H 0.02; H 0.07; H 0.09; C -0.15; H 0.02; H 0.05; O -0.12; O -0.03; H 0.09; O -0.13; O -0.04; H 0.08; H 0.08; H 0.06; H 0.06; C -0.17; H 0.07; C -0.18; H 0.08; H 0.09; O -0.15; O -0.12; C -0.19; H 0.08; H 0.04; H 0.04; C -0.12; H 0.08; O -0.14; H 0.08; H 0.01; H 0.06; H 0.07; H 0.07; H 0.07

B) A structure of composition C5H24O7. Source: the Open Molecules 2025 dataset; level of theory: ωB97M-V/def2-TZVPD.

```
36
Properties=species:S:1:pos:R:3
O 2.28955 1.13006 0.72315
H -1.61192 0.99233 1.20841
H 2.64555 0.53069 -3.23018
H 2.63822 1.78646 0.11999
H 0.53500 -0.84229 -0.29220
H 1.02760 2.27847 -3.02170
H -0.68349 0.38851 -0.48150
H -1.97568 -3.93209 0.71320
H 2.62696 -0.82203 -2.16844
H 3.03552 0.71149 -1.49880
C 0.38498 0.19773 -0.58195
H 0.06174 2.57855 1.38511
C -1.27893 -0.04429 1.25956
H -2.40909 2.68888 -0.40421
O 0.40475 1.72502 1.12042
O 0.06744 -0.26798 1.75978
H 0.47135 0.58718 1.59499
O 0.72850 2.04337 -2.14030
H -1.32549 -2.51941 1.98599
H -1.39500 -0.38003 0.22908
H -1.73121 -3.63407 -1.03085
H -1.83251 -0.77822 1.84524
O -1.50817 -1.98868 0.09693
H -0.35992 -3.59466 0.02952
O -0.53545 -2.26507 2.46283
C 0.95281 0.62279 -1.95620
O -2.25789 2.12729 0.35604
H 0.28204 1.70086 0.17143
H 0.31660 0.23314 -2.75087
H -0.63737 -1.64977 0.31700
H 0.89034 0.69642 0.24510
H 1.44188 1.48111 0.99601
C -1.42123 -3.35216 -0.02460
H -0.36322 -1.36692 2.18016
H -1.84306 2.70147 0.99983
C 2.36877 0.23579 -2.21799
```

Summary:
HOMO level in eV: -9.08
Frontier orbital gap in eV: 8.647
Lowest unoccupied orbital energy in eV: -0.43
Net charge: 0

Charges obtained by Löwdin population analysis, quoted in units of e: O -0.02; H 0.05; H 0.08; H 0.06; H 0.13; H 0.08; H 0.08; H 0.09; H 0.09; H 0.07; C -0.08; H 0.18; C -0.13; H 0.08; O 0.06; O -0.10; H -0.05; O -0.05; H -0.01; H 0.05; H 0.08; H 0.12; O -0.21; H 0.10; O -0.06; C -0.40; O -0.02; H 0.08; H 0.13; H 0.03; H 0.00; H -0.25; C -0.15; H -0.14; H 0.06; C -0.05

Relative energies, eV: A) 0.000; B) 10.751.

A) A structure of composition C10H15N5. Source: the Open Molecules 2025 dataset; level of theory: ωB97M-V/def2-TZVPD.

```
30
Properties=species:S:1:pos:R:3
H -0.34580 2.38764 2.29555
H 1.85620 -0.41123 -0.51827
C 0.31709 0.95081 -0.12244
N -3.13321 2.00645 3.64657
C 1.72307 -1.84827 -2.39968
H 1.07788 0.41366 -1.96630
H 0.96698 -1.46290 0.45374
H -2.42146 2.07720 0.63284
C -0.49853 3.10758 1.49153
C 0.94448 -0.03393 -0.98143
N 0.19078 -4.28057 -0.69521
H -1.25424 0.90897 1.26240
H 0.45489 3.62163 1.36971
H -2.88499 0.37651 0.89529
H 2.49618 -2.26996 -0.06587
N -0.18552 1.79049 0.47141
H 0.17858 -2.07853 -3.77058
C -2.80851 1.64970 2.55998
H 0.42174 -0.97624 -1.14543
H 1.79968 -2.68401 1.45048
H 0.44391 -3.45858 -2.44609
C 0.81150 -2.69981 -3.13692
C -2.30130 1.21112 1.28367
C -1.33437 4.21225 1.91291
C 1.53533 -2.39279 0.43391
N 2.45615 -1.15921 -1.83359
H -0.79208 2.77372 0.49630
N -2.11656 5.00231 2.27921
C 0.82546 -3.47595 -0.17717
H 1.57658 -3.25792 -3.67660
```

Summary:
HOMO level in eV: -7.49
Frontier orbital gap in eV: 7.251
Lowest unoccupied orbital energy in eV: -0.23
Net charge: 0

Charges obtained by Löwdin population analysis, quoted in units of e: H 0.13; H 0.05; C 0.01; N 0.14; C -0.27; H 0.12; H 0.06; H 0.10; C -0.29; C -0.14; N 0.16; H 0.05; H 0.13; H 0.10; H 0.09; N -0.03; H 0.11; C -0.27; H 0.08; H 0.11; H 0.03; C -0.02; C -0.10; C -0.29; C -0.08; N 0.09; H -0.01; N 0.10; C -0.25; H 0.10

B) A cluster of 5 separate species, C10H15N5 in total. Source: the Open Molecules 2025 dataset; level of theory: ωB97M-V/def2-TZVPD.

```
30
Properties=species:S:1:pos:R:3
C 3.39305 -1.61353 -4.88507
C 2.24504 -1.14938 -4.12060
C -3.22422 2.49908 2.84599
N -4.01608 0.48295 4.29092
H -0.45998 4.22063 2.65786
N -0.65219 2.48469 5.27593
C -0.22238 3.13269 4.43373
C -0.81273 0.04694 -0.79048
C 1.07223 -3.82940 -1.38812
H -0.22585 -5.19222 -2.30526
H -3.99505 2.73119 2.11577
N 1.27105 -2.81816 -0.89222
C 0.32303 3.95529 3.36062
C 0.82010 -5.12599 -2.01412
H -2.97412 3.34950 3.47109
N 1.34929 -0.77379 -3.51882
H -2.32506 2.17204 2.31659
H 0.78253 4.83305 3.81250
H -1.59549 -0.65288 -0.52673
H 1.08011 3.38659 2.82687
N -0.20125 1.61540 1.19008
H 4.19538 -1.91215 -4.21103
H 1.02134 -5.91263 -1.28762
H 3.78343 -0.78266 -5.47385
C -0.47676 0.91983 0.32129
H -1.14174 0.69052 -1.61141
H 3.11109 -2.44441 -5.52274
H 1.45850 -5.25334 -2.88309
H 0.09279 -0.43939 -1.15108
C -3.67609 1.37955 3.66300
```

Summary:
HOMO level in eV: -11.00
Frontier orbital gap in eV: 11.299
Lowest unoccupied orbital energy in eV: 0.30
Net charge: 0

Charges obtained by Löwdin population analysis, quoted in units of e: C -0.07; C -0.28; C -0.09; N 0.12; H 0.07; N 0.14; C -0.30; C -0.07; C -0.27; H 0.08; H 0.08; N 0.14; C -0.09; C -0.07; H 0.07; N 0.15; H 0.04; H 0.08; H 0.08; H 0.06; N 0.15; H 0.08; H 0.08; H 0.08; C -0.25; H 0.08; H 0.08; H 0.08; H 0.03; C -0.29

Relative energies, eV: A) 12.510; B) 0.000.

A) A cluster of 2 separate species, CHBrNO2 in total. Source: the Open Molecules 2025 dataset; level of theory: ωB97M-V/def2-TZVPD.

```
6
Properties=species:S:1:pos:R:3
Br -1.14988 0.85223 -2.10963
H 1.00160 0.14306 -2.00263
N 2.62295 -0.72694 0.01985
O 2.96442 -0.26562 1.12576
O 3.41863 -1.40973 -0.64084
C 0.75088 1.18807 -1.78902
```

Summary:
Spin multiplicity: 3
HOMO level (spin up / spin down) in eV: -2.82 / -2.79
Frontier orbital gap (spin up / spin down) in eV: 5.896 / 3.876
Lowest unoccupied orbital energy (spin up / spin down) in eV: 3.08 / 1.09
Net charge: -1

Charges obtained by Löwdin population analysis, quoted in units of e: Br 0.40; H -0.10; N -0.43; O -0.25; O -0.25; C -0.38

B) The ion CHBrNO2 with charge -1. Source: the Open Molecules 2025 dataset; level of theory: ωB97M-V/def2-TZVPD.

```
6
Properties=species:S:1:pos:R:3
O -1.05172 1.99859 -0.22165
H 0.84413 -1.22157 -0.12879
C -0.64838 0.71266 0.00778
Br 1.60848 1.02159 -0.20459
N -0.78140 -0.78258 0.51440
O 0.02890 -1.72868 0.03284
```

Summary:
Spin multiplicity: 3
HOMO level (spin up / spin down) in eV: -1.57 / -4.38
Frontier orbital gap (spin up / spin down) in eV: 5.533 / 7.702
Lowest unoccupied orbital energy (spin up / spin down) in eV: 3.96 / 3.32
Net charge: -1

Charges obtained by Löwdin population analysis, quoted in units of e: O -0.30; H -0.04; C -0.53; Br 0.09; N -0.10; O -0.12

Relative energies, eV: A) 1.329; B) 0.000.

A) A structure of composition C5H4O. Source: the Open Molecules 2025 dataset; level of theory: ωB97M-V/def2-TZVPD.

```
10
Properties=species:S:1:pos:R:3
C 0.20174 0.97487 -0.56417
H -1.28143 -1.56408 1.79576
C -0.22121 -0.07898 0.37016
O 0.76778 -0.96054 0.05008
H 2.19457 0.56406 -0.59793
C -0.28257 2.15524 -0.85456
C -1.76795 -0.76762 1.14359
H 1.42748 -0.31140 -1.97467
H -2.33893 0.04431 1.55445
C 1.30052 -0.05586 -0.92271
```

Summary:
HOMO level (spin up / spin down) in eV: -9.08 / -7.89
Frontier orbital gap (spin up / spin down) in eV: 7.826 / 6.476
Lowest unoccupied orbital energy (spin up / spin down) in eV: -1.26 / -1.41
Net charge: 0

Charges obtained by Löwdin population analysis, quoted in units of e: C -0.35; H 0.01; C -0.16; O -0.02; H 0.15; C 0.26; C 0.11; H 0.13; H -0.03; C -0.10

B) A cluster of 2 separate species, C5H4O in total. Source: the Open Molecules 2025 dataset; level of theory: ωB97M-V/def2-TZVPD.

```
10
Properties=species:S:1:pos:R:3
C 1.69101 0.65101 -0.49120
C -0.92897 -0.57902 -0.19405
C 0.82336 0.42758 -1.48282
H -0.87109 -1.66518 -0.10261
O -2.11682 -0.14783 0.33878
H -2.18293 0.80710 0.20495
C 1.58437 0.36325 0.74137
H 2.10855 0.30047 1.68020
C -0.34138 -0.00832 -1.34830
H 0.23388 -0.14906 0.65368
```

Summary:
HOMO level in eV: -9.16
Frontier orbital gap in eV: 8.967
Lowest unoccupied orbital energy in eV: -0.19
Net charge: 0

Charges obtained by Löwdin population analysis, quoted in units of e: C -0.11; C -0.28; C -0.05; H 0.13; O -0.02; H 0.11; C 0.04; H 0.05; C -0.01; H 0.14

Relative energies, eV: A) 2.433; B) 0.000.